Density functional theory data (the ωB97M-V functional and the def2-TZVPD basis) for 2 unconnected molecules or ions with the total composition C4H7Cl2N3O.

XYZ file:
```
17
Properties=species:S:1:pos:R:3:forces:R:3
N 1.7992 0.6896 -1.5088 1.11 -1.57 -1.11
H -0.4585 2.0502 0.4784 1.65 -2.33 -0.69
H -2.2428 -0.9620 2.0423 -0.39 0.12 0.15
N 0.2242 1.2644 0.0847 -1.27 2.07 -0.31
H 1.0098 2.7093 -1.3796 -0.81 -2.81 0.97
N 0.9488 -0.9956 -0.1182 0.98 -0.67 0.24
H 1.0020 -1.9903 0.2623 -0.27 1.53 -0.68
O -1.7816 -0.5916 0.1859 3.48 1.61 -2.48
H -3.0860 -1.6055 0.8189 -2.21 -2.40 -0.21
H 2.4884 0.7514 -2.3775 -2.06 0.93 2.18
C -2.7349 -0.6716 1.0778 0.04 1.38 3.30
C 1.7908 -0.6007 -1.0388 0.73 -1.14 -1.23
H -3.4620 0.1546 1.2833 0.62 -0.52 -0.69
Cl 0.4645 -0.0703 2.3196 -0.11 -0.15 -0.14
C 0.2638 -0.0263 0.6381 -2.38 -0.08 1.51
Cl 2.8651 -1.6872 -1.8056 -0.91 0.75 0.71
C 0.9090 1.5816 -0.9629 1.81 3.28 -1.52
```
Positions in Å, forces in eV/Å.

Computed properties:
- Kohn-Sham gap (spin up / spin down): 0.2818 / 0.2540 hartree
- HOMO (spin up / spin down): -17.740 / -17.039 eV
- Electronic energy: -1315.67487 a.u.
- Total charge: +2
- LUMO energy (spin up / spin down): -10.07 / -10.13 eV
- Relative energy (zero: lowest compared OMol25 entry of this formula, charge and spin): 91.2 kcal/mol

=====

Density functional theory data (the ωB97M-V functional and the def2-TZVPD basis) for 2 unconnected molecules or ions with the total composition C4H7Cl2O2.

XYZ file:
```
15
Properties=species:S:1:pos:R:3:forces:R:3
H -0.3980 1.0589 -1.2571 -0.42 0.17 0.40
C 1.1629 -1.1525 0.1779 0.01 0.01 0.02
O 1.5646 -0.0600 -0.3085 -0.46 -0.41 0.21
H -2.1346 0.6602 -1.4035 0.32 0.50 0.29
Cl -3.2202 1.8881 0.9971 -0.41 0.15 0.13
H 3.0602 -2.1396 -0.3645 -0.26 0.08 0.32
C -1.4187 1.4020 -1.0002 0.31 -1.11 -0.09
O -0.0001 -1.4730 0.5472 0.44 0.42 -0.23
H -1.2453 0.5928 0.9870 -0.11 0.33 -0.50
H 2.6916 -2.1125 1.3884 -0.12 -0.06 -0.31
H -0.9007 2.3442 0.8888 -0.44 -0.38 -0.31
Cl -1.6954 2.9437 -1.8421 -0.13 0.38 -0.23
C -1.5499 1.5377 0.4972 1.08 -0.24 0.33
C 2.2553 -2.2379 0.3831 0.11 -0.23 -0.18
H 1.8282 -3.2522 0.3091 0.08 0.39 0.14
```
Positions in Å, forces in eV/Å.

Computed properties:
- Kohn-Sham gap: 0.2886 hartree
- HOMO: -4.579 eV
- Electronic energy: -1227.56499 a.u.
- Total charge: -1
- LUMO energy: 3.27 eV
- Relative energy (zero: lowest compared OMol25 entry of this formula, charge and spin): 1.0 kcal/mol

=====

Density functional theory data (the ωB97M-V functional and the def2-TZVPD basis) for a molecular structure, C4H7Cl3O3PS.

XYZ file:
```
19
Properties=species:S:1:pos:R:3:forces:R:3
H 3.4380 -1.8069 -0.8452 -0.97 0.84 0.39
Cl 1.2033 -3.4529 -0.8732 -0.11 0.23 0.11
C 1.3514 -1.6721 -0.1394 1.67 -1.43 -1.79
O 0.2653 1.1598 -1.9043 -0.12 -0.44 -2.61
C -1.8734 0.4713 -0.2012 0.22 -2.15 -2.63
C -2.0717 0.1258 1.2102 -2.39 -1.21 -0.15
H 2.7708 -0.0853 -0.4483 -0.09 -1.08 -0.26
S -2.4682 1.9412 -0.9149 -2.21 0.42 1.02
H -1.3225 2.0912 -1.4954 1.06 0.83 -1.31
H -1.7234 -0.9187 1.3580 -0.38 0.87 0.33
H -3.0959 0.3748 1.6106 0.80 -0.75 -0.59
O 0.5998 1.2042 0.5334 -0.08 0.02 0.64
O 0.2276 -1.0868 -0.3705 -2.13 0.94 -1.09
H 2.2508 -1.0055 -1.8820 -0.04 0.16 -0.42
P -0.0597 0.5533 -0.6265 1.00 -0.28 3.55
Cl -2.5800 -1.1490 -1.2133 0.13 1.15 0.40
H -1.4473 0.8340 1.5945 2.02 1.56 2.13
C 2.5492 -1.1143 -0.8509 1.28 0.59 -0.06
Cl 1.6499 -1.9104 1.5170 0.36 -0.26 2.33
```
Positions in Å, forces in eV/Å.

Computed properties:
- Kohn-Sham gap: 0.3371 hartree
- HOMO: -6.050 eV
- Electronic energy: -2502.60278 a.u.
- Total charge: -1
- LUMO energy: 3.12 eV
- Relative energy (zero: lowest compared OMol25 entry of this formula, charge and spin): 0.0 kcal/mol